1.
23
Properties=species:S:1:pos:R:3:forces:R:3:lowdin_charge:R:1 method="wB97M-V/def2-TZVPD" homo_ev="-14.2 / -14.1" de_lowest_ev=4.576 total_energy_ev=-9990.66366 multiplicity=2 total_charge=+1 lumo_energy_ev="-2.97 / -7.85" homo_lumo_gap_ev="11.2 / 6.3"
C 0.609 1.869 -0.014 1.659 0.363 -1.800 -0.248
N 0.182 0.714 0.752 2.342 -2.676 -1.905 0.192
C -0.369 -0.401 -0.114 0.356 -1.430 -2.332 -0.240
C 0.793 -1.524 -0.207 1.974 1.549 0.960 -0.132
C 0.430 -2.804 0.462 -1.598 -1.730 2.725 -0.261
O 0.118 -2.657 1.867 -0.988 1.997 1.264 -0.126
C -0.943 -0.120 -1.624 -3.987 3.355 0.935 -0.043
C -0.066 3.093 0.448 -5.114 0.956 -1.300 -0.066
H 1.700 2.099 -0.016 -0.435 -0.920 0.678 0.162
H 0.381 1.679 -1.087 0.160 -0.027 1.010 0.107
H 0.842 0.243 1.507 -1.880 1.577 -1.197 0.225
H -1.236 -0.783 0.414 0.086 -0.310 0.403 0.130
H 1.127 -1.813 -1.215 -0.575 0.820 -0.131 0.123
H 1.818 -1.061 0.266 -2.351 -1.254 -0.823 0.171
H 1.308 -3.504 0.555 -1.008 0.549 -0.882 0.150
H -0.559 -3.312 0.208 1.715 0.482 -1.457 0.155
H -0.752 -2.161 2.050 1.869 -1.314 -0.711 0.116
H -2.078 -0.276 -1.659 1.155 -0.853 0.986 0.090
H -1.241 1.032 -1.631 1.462 -1.928 -0.730 0.104
H -0.802 -0.546 -2.669 1.587 0.474 1.753 0.114
H 0.466 3.910 0.794 1.414 1.178 0.714 0.061
H -0.803 2.787 1.159 -0.097 0.062 1.421 0.070
H -0.925 3.534 -0.246 2.253 -0.919 0.417 0.146

***

2.
21
Properties=species:S:1:pos:R:3:forces:R:3:lowdin_charge:R:1 method="wB97M-V/def2-TZVPD" homo_ev="-12.3 / -13.0" de_lowest_ev=2.691 total_energy_ev=-11991.62316 total_charge=+1 lumo_energy_ev="-4.52 / -4.60" homo_lumo_gap_ev="7.8 / 8.4"
C 1.344 0.732 0.209 0.267 0.122 0.772 -0.450
C 0.090 0.949 1.113 1.166 0.284 0.124 -0.026
C 2.116 -0.465 0.485 -1.140 -0.062 -0.134 -0.054
C -0.417 -0.553 -0.610 0.194 -0.862 -0.018 -0.093
C -0.875 -1.933 -0.346 -0.233 0.005 0.129 -0.055
C -1.521 1.630 -0.601 -0.433 0.780 -0.565 0.022
N -1.010 0.516 0.221 -0.507 -0.269 0.083 -0.134
O 1.624 1.558 -0.638 0.079 0.197 -0.193 0.093
O 3.117 -0.759 -0.289 0.343 0.158 -0.383 0.148
H 0.118 0.339 2.014 -0.162 -0.095 -0.056 0.139
H 0.003 2.005 1.382 -0.115 -0.188 -0.078 0.149
H 1.845 -1.116 1.313 0.132 0.009 -0.055 0.143
H -0.239 -0.259 -1.631 0.138 0.281 -0.045 0.142
H -0.341 -2.634 -0.982 0.079 -0.031 -0.004 0.096
H -1.940 -2.039 -0.584 -0.085 -0.060 -0.015 0.100
H -0.743 -2.228 0.695 0.008 -0.066 0.069 0.089
H -0.689 2.072 -1.146 0.021 -0.077 0.103 0.110
H -2.266 1.264 -1.307 0.067 -0.143 0.091 0.118
H -1.982 2.383 0.038 0.082 -0.100 0.071 0.117
H -1.796 0.137 0.765 0.252 0.049 -0.102 0.193
H 3.562 -1.597 -0.100 -0.153 0.067 0.205 0.153

***

3.
53
Properties=species:S:1:pos:R:3:forces:R:3:lowdin_charge:R:1 method="wB97M-V/def2-TZVPD" homo_ev="-4.5 / -4.6" de_lowest_ev=0.000 total_energy_ev=-461814.98853 multiplicity=3 total_charge=-1 lumo_energy_ev="1.16 / 1.51" homo_lumo_gap_ev="5.7 / 6.1"
Mo -1.226 0.251 -0.714 -0.361 -0.003 0.304 0.131
C 1.128 2.700 0.266 0.007 0.029 0.017 -0.508
C 2.012 1.479 0.433 -0.011 -0.003 -0.026 -0.490
S 0.938 0.048 0.678 0.027 0.004 0.080 0.779
C 2.111 -1.334 0.679 -0.014 -0.032 -0.055 -0.496
C 3.076 -1.485 -0.492 0.020 -0.002 0.000 -0.539
S 2.310 -2.413 -1.844 0.022 -0.029 0.058 0.835
C 3.141 -1.736 -3.304 0.018 0.009 0.007 -0.546
C 2.424 -0.566 -3.964 0.040 -0.006 -0.042 -0.531
S 2.553 0.950 -2.980 -0.033 0.001 0.015 0.874
C 1.000 1.734 -3.464 -0.011 -0.026 -0.002 -0.573
C 0.600 2.892 -2.578 -0.013 0.104 0.021 -0.477
S -0.199 2.567 -0.964 0.083 -0.086 -0.090 0.702
H 1.724 3.579 0.020 -0.007 0.002 -0.005 0.086
H 0.574 2.905 1.184 0.010 -0.003 0.002 0.058
H 2.643 1.595 1.317 0.000 -0.003 -0.004 0.093
H 2.630 1.327 -0.448 0.004 -0.004 -0.019 0.006
H 1.463 -2.209 0.774 0.009 -0.001 0.009 0.052
H 2.672 -1.230 1.610 0.002 0.012 0.004 0.081
H 3.958 -2.021 -0.133 0.001 -0.005 0.007 0.075
H 3.402 -0.518 -0.867 -0.003 0.002 0.011 0.023
H 3.182 -2.563 -4.014 0.000 0.006 -0.001 0.070
H 4.174 -1.489 -3.051 0.006 -0.006 0.005 0.074
H 1.364 -0.794 -4.075 -0.005 0.000 -0.001 0.018
H 2.848 -0.389 -4.954 -0.002 0.008 0.000 0.079
H 0.220 0.975 -3.460 -0.057 -0.048 -0.004 -0.041
H 1.077 2.096 -4.489 0.009 0.021 -0.016 0.071
H -0.179 3.448 -3.103 0.012 0.006 -0.005 0.079
H 1.427 3.579 -2.382 -0.010 0.011 -0.004 0.079
O -4.322 -0.937 2.194 -0.056 -0.138 -0.088 -0.095
C -3.650 -0.697 3.400 0.027 0.116 0.006 -0.255
C -2.113 -0.619 3.340 0.074 -0.023 0.005 -0.568
C -1.678 -0.884 4.800 -0.002 -0.007 -0.019 -0.232
O -0.299 -0.671 5.072 0.005 0.004 0.005 -0.058
C -1.607 0.774 2.970 -0.048 -0.060 0.046 -0.539
Se -2.267 1.537 1.293 0.026 0.123 0.043 0.532
C -1.490 -1.732 2.492 -0.031 0.020 0.028 -0.505
Se -1.660 -1.908 0.527 0.082 0.197 -0.063 0.547
H -4.048 -0.273 1.542 0.054 0.027 0.038 0.004
H -3.924 -1.527 4.059 -0.034 -0.004 -0.020 0.125
H -4.011 0.227 3.877 0.024 0.009 0.012 0.127
H -1.964 -1.907 5.075 -0.008 0.003 0.006 0.123
H -2.214 -0.197 5.459 0.009 0.002 0.003 0.129
H 0.207 -1.279 4.523 -0.003 0.004 0.005 0.072
H -0.519 0.784 2.974 -0.011 0.006 -0.017 0.030
H -1.942 1.478 3.735 0.018 -0.010 0.010 0.063
H -1.885 -2.692 2.835 -0.001 0.004 -0.009 0.065
H -0.412 -1.745 2.677 -0.003 -0.004 -0.022 0.031
Se -4.721 -1.638 -4.207 -0.047 -0.004 0.008 -0.194
Sb -2.786 -0.279 -3.958 0.176 -0.040 -0.028 -0.269
Se -3.032 1.357 -1.989 0.032 -0.070 0.092 0.010
Se -0.959 -1.405 -2.560 -0.044 -0.143 -0.324 -0.012
Se -1.750 0.853 -5.811 0.016 0.035 0.018 -0.195

***

4.
7
Properties=species:S:1:pos:R:3:forces:R:3:lowdin_charge:R:1 method="wB97M-V/def2-TZVPD" homo_ev="-10.5 / -10.5" de_lowest_ev=0.814 total_energy_ev=-29540.91039 total_charge=0 lumo_energy_ev="-2.15 / -2.15" homo_lumo_gap_ev="8.3 / 8.3"
C 0.180 0.233 -0.322 1.271 -1.652 -2.478 -0.354
C -0.055 0.179 1.070 0.068 -0.240 1.316 -0.965
O -1.013 -0.294 1.591 -0.242 0.185 0.614 0.012
O -0.786 -0.653 -2.569 0.101 -0.403 -0.922 -0.498
S -0.933 -0.775 -1.141 1.695 2.274 1.445 1.055
Cl 1.330 0.828 2.016 -0.253 -0.043 0.079 0.629
H 1.276 0.484 -0.644 -2.640 -0.122 -0.053 0.120

***

5.
11
Properties=species:S:1:pos:R:3:forces:R:3:lowdin_charge:R:1 method="wB97M-V/def2-TZVPD" homo_ev=-9.8 de_lowest_ev=4.074 total_energy_ev=-7762.45276 total_charge=0 lumo_energy_ev=0.85 homo_lumo_gap_ev=10.7
C 1.218 -0.201 1.035 0.023 -0.017 0.011 -0.023
C 0.123 0.053 0.040 0.106 0.349 -0.083 -0.358
O -0.692 -1.098 -0.017 -0.044 -0.036 0.052 -0.018
C -0.100 1.144 -0.674 -0.008 -0.168 0.060 0.070
C -2.737 -0.911 -1.433 0.965 -0.072 0.621 0.066
N -1.758 -0.972 -0.781 -0.906 0.127 -0.643 -0.132
H 1.212 -1.250 1.340 0.012 0.133 -0.048 0.085
H 1.079 0.417 1.927 -0.001 -0.108 -0.137 0.090
H 2.196 0.028 0.604 -0.174 -0.010 0.046 0.089
H 0.573 1.988 -0.566 -0.078 -0.165 -0.002 0.075
H -0.930 1.233 -1.366 0.104 -0.032 0.123 0.056

***

6.
75
Properties=species:S:1:pos:R:3:forces:R:3:lowdin_charge:R:1 method="wB97M-V/def2-TZVPD" homo_ev="-17.5 / -17.5" de_lowest_ev=1.643 total_energy_ev=-88856.13544 total_charge=+3 lumo_energy_ev="-13.42 / -12.33" homo_lumo_gap_ev="4.1 / 5.2"
Pb -0.111 -0.502 -0.370 0.019 0.184 0.231 1.692
C 1.278 -1.639 2.997 0.684 -0.433 0.688 -0.079
O 0.080 -1.737 2.261 -0.873 0.225 -0.806 -0.291
C -0.368 -3.070 2.077 -0.256 -0.058 -0.023 -0.178
C -1.755 -3.071 1.432 0.281 -0.101 0.865 -0.135
O -1.762 -2.659 0.068 0.220 -0.195 -0.768 -0.248
C -1.819 -3.665 -0.929 -0.352 0.501 0.194 -0.115
C -0.454 -4.003 -1.553 -1.127 -0.610 0.094 -0.086
O -0.027 -2.900 -2.298 0.648 -0.492 0.507 -0.007
C 0.930 -3.129 -3.291 -0.090 0.348 -1.407 0.043
H 1.126 -1.992 4.024 -0.044 0.097 -0.065 0.115
H 1.594 -0.597 3.010 -0.097 -0.077 0.027 0.079
H 2.079 -2.241 2.550 -0.240 0.132 0.102 0.079
H -0.448 -3.569 3.053 0.035 -0.023 -0.153 0.153
H 0.355 -3.616 1.455 -0.018 -0.041 0.178 0.120
H -2.394 -2.355 1.958 0.053 -0.173 -0.022 0.143
H -2.194 -4.070 1.530 0.009 0.120 -0.035 0.145
H -2.461 -3.259 -1.720 0.068 -0.252 0.058 0.153
H -2.274 -4.580 -0.537 0.166 -0.013 -0.103 0.157
H -0.526 -4.903 -2.180 0.270 0.180 -0.013 0.173
H 0.269 -4.203 -0.744 0.267 0.258 -0.061 0.170
H 0.706 -4.022 -3.886 -0.091 -0.150 0.290 0.150
H 1.926 -3.272 -2.850 0.031 -0.018 0.406 0.142
H 0.950 -2.244 -3.924 0.080 0.007 0.159 0.121
O 1.123 -0.163 -2.534 -0.186 -0.224 0.071 -0.202
C 0.793 0.977 -3.309 -0.012 0.440 -0.356 -0.141
C -0.703 1.148 -3.327 -0.404 0.286 -0.748 -0.256
C -1.342 1.776 -4.397 0.295 -0.210 0.273 0.021
C -2.721 1.881 -4.387 -0.094 0.067 -0.003 -0.009
C -3.438 1.376 -3.309 0.151 -0.098 0.217 -0.019
C -2.728 0.785 -2.277 -0.553 0.408 -0.505 -0.130
N -1.406 0.684 -2.301 0.814 -0.432 0.682 -0.015
H 2.084 -0.246 -2.400 0.105 0.069 0.103 0.064
H 1.156 0.847 -4.336 -0.040 0.100 0.169 0.148
H 1.254 1.887 -2.898 0.067 -0.200 -0.013 0.147
H -0.758 2.154 -5.222 0.020 0.039 -0.139 0.133
H -3.235 2.346 -5.217 -0.020 0.024 -0.023 0.131
H -4.514 1.436 -3.264 -0.074 0.002 -0.045 0.122
H -3.234 0.389 -1.410 -0.091 -0.108 0.157 0.115
F 3.665 -4.222 -1.116 -0.037 0.090 -0.287 0.158
C 4.114 -3.405 -0.168 -0.136 0.190 0.491 -0.668
F 3.839 -3.934 1.013 0.076 -0.006 0.063 0.175
F 5.394 -3.193 -0.304 -0.106 0.161 -0.082 0.223
S 3.103 -1.829 -0.287 0.511 0.051 1.244 0.644
O 1.732 -2.329 -0.224 -0.580 -0.583 -0.243 -0.416
O 3.397 -1.118 -1.492 0.408 -0.373 -1.226 -0.276
N 3.467 -1.025 1.024 0.233 -0.375 -0.558 -0.267
S 3.159 0.520 0.874 0.053 0.007 -0.619 0.649
O 3.138 1.215 2.102 0.374 0.129 0.622 -0.218
O 1.947 0.692 0.054 -0.348 0.405 -0.142 -0.474
C 4.547 1.180 -0.250 -0.015 0.136 0.171 -0.666
F 4.020 1.507 -1.423 -0.075 0.086 -0.181 0.148
F 5.456 0.243 -0.407 0.135 0.026 0.042 0.174
F 5.085 2.248 0.289 -0.052 0.107 0.253 0.197
C -1.651 0.953 3.681 0.250 -0.889 0.048 0.049
N -1.701 2.234 3.044 -0.062 0.350 0.192 0.041
C -2.201 3.336 3.825 -0.134 0.887 0.546 -0.096
C -1.637 4.661 3.344 -0.047 -0.178 -0.166 -0.099
C -1.886 4.751 1.848 -0.198 0.783 0.635 -0.098
N -1.329 3.595 1.186 -0.134 -0.066 0.409 0.026
C -0.858 3.762 -0.157 0.482 -0.152 -0.656 0.041
C -1.319 2.346 1.736 0.245 -0.743 -0.986 -0.388
O -0.997 1.349 1.073 -0.174 0.504 0.387 -0.109
H -1.069 1.024 4.604 0.009 0.141 -0.043 0.138
H -1.205 0.219 3.010 -0.083 0.071 0.154 0.081
H -2.656 0.630 3.973 -0.075 0.138 -0.074 0.142
H -1.961 3.161 4.875 -0.033 -0.135 -0.106 0.154
H -3.299 3.357 3.743 0.027 -0.163 -0.031 0.170
H -0.568 4.724 3.551 0.038 0.004 0.040 0.141
H -2.129 5.482 3.861 -0.014 -0.011 -0.024 0.146
H -1.442 5.655 1.428 -0.001 -0.174 -0.083 0.150
H -2.967 4.797 1.648 0.074 -0.085 -0.093 0.166
H -0.260 4.673 -0.221 -0.073 -0.037 0.086 0.129
H -1.700 3.866 -0.851 -0.058 -0.053 0.068 0.136
H -0.260 2.894 -0.435 -0.103 0.180 -0.034 0.089